Record 1
DFT (ωB97M-V/def2-TZVPD) results for a molecular structure, C36H35CsN5O4PS3.

Last column: Löwdin charge in e.
Positions of all 85 atoms, in Å:
Cs  0.1709  -0.3711  0.0218  1.10
S  3.7076  -2.7696  -1.0238  0.37
S  4.3989  3.9975  -1.8044  0.56
S  3.3778  0.3738  1.6275  0.80
P  -2.4998  -1.0960  2.4217  1.08
O  2.6149  0.9378  0.4594  -0.76
O  -0.3823  0.4588  2.9117  -0.19
O  -1.9648  1.0050  -2.0379  -0.16
O  0.7867  0.6844  4.8052  -0.04
N  3.9705  -1.1465  -3.1217  0.04
N  1.7823  -1.5150  -2.3582  -0.13
N  2.4739  2.1880  -2.0428  0.12
N  3.7598  2.3407  -3.8665  0.05
N  1.4602  -0.4138  -3.1403  -0.07
C  3.0743  -1.7355  -2.2519  -1.01
C  5.0836  0.3927  1.0862  -0.26
C  -1.0999  -0.7477  4.8368  -0.13
C  -5.3118  -1.7926  2.2139  -0.08
C  -6.3365  -2.6832  1.9207  -0.10
C  4.4517  2.4816  -6.1412  -0.03
C  4.7578  2.6578  -4.7905  -0.25
C  -3.7009  -3.4996  1.7560  -0.11
C  -3.2589  -0.9830  -2.0841  -0.05
C  -1.6640  -1.8469  6.9214  -0.10
C  -3.0236  -2.1922  4.9763  -0.10
C  3.5292  2.7873  -2.5798  -0.88
C  6.0385  3.0818  -4.4364  -0.06
C  -3.9797  1.0939  3.4577  -0.10
C  0.2038  -0.1816  -3.3216  -0.18
C  6.6672  3.1706  -6.7707  -0.12
C  -0.9764  -0.9694  -2.9232  -0.26
C  -3.3002  -2.3495  -2.2462  -0.13
C  3.4553  1.6910  2.8356  -0.25
C  -4.6609  2.9817  2.1351  -0.11
C  -3.9931  2.4452  1.0441  -0.07
C  -1.0435  -2.3557  -3.0479  -0.08
C  -4.7187  -4.3974  1.4759  -0.10
C  -2.1902  -3.0610  -2.7188  -0.14
C  -3.9772  -2.1883  2.1455  -0.37
C  -3.3186  1.2358  1.1558  -0.08
C  -0.1441  0.2172  4.1208  -0.65
C  -0.8477  -1.0078  6.1809  -0.03
C  5.3991  2.7297  -7.1194  -0.11
C  -2.2073  -1.3492  4.2177  -0.29
C  -3.3199  0.5393  2.3626  -0.37
C  6.9722  3.3407  -5.4271  -0.10
C  -6.0439  -3.9902  1.5575  -0.11
C  -2.7598  -2.4414  6.3142  -0.11
C  -4.6449  2.3065  3.3488  -0.10
C  -2.0734  -0.2258  -2.3524  -0.54
H  4.1941  1.4293  3.5935  0.05
H  0.0136  -0.5214  6.6187  0.11
H  7.4077  3.3727  -7.5341  0.09
H  -3.4129  -3.0984  6.8774  0.09
H  -2.2217  -4.1390  -2.8163  0.08
H  5.2855  1.3822  0.6721  0.05
H  3.4591  2.1444  -6.4173  0.11
H  4.9117  -1.1044  -2.7710  0.05
H  -4.2072  -2.8863  -1.9820  0.09
H  -5.1488  2.7240  4.2130  0.09
H  7.9616  3.6736  -5.1370  0.10
H  5.1651  -0.3776  0.3182  0.01
H  -3.8824  -2.6614  4.5141  0.09
H  2.4690  1.7540  3.2998  0.03
H  -0.0133  0.7825  -3.7780  0.10
H  -4.4808  -5.4091  1.1702  0.10
H  5.7368  0.1582  1.9268  0.05
H  -3.9753  2.9675  0.0956  0.11
H  3.6319  -0.3242  -3.5952  0.03
H  -5.1789  3.9295  2.0436  0.09
H  -1.4477  -2.0348  7.9671  0.09
H  -6.8423  -4.6839  1.3218  0.09
H  -7.3679  -2.3538  1.9703  0.09
H  2.1136  1.3131  -2.4392  0.06
H  -0.1733  -2.8884  -3.4114  0.10
H  6.2830  3.2148  -3.3951  0.05
H  -2.7830  0.8930  0.2742  0.07
H  3.7235  2.6088  2.3104  0.06
H  -5.5522  -0.7733  2.4896  0.10
H  -4.1203  -0.4514  -1.6931  0.10
H  3.0129  1.7596  -4.2246  0.12
H  2.2399  2.4250  -1.0882  0.07
H  5.1399  2.5821  -8.1607  0.09
H  -2.6655  -3.8073  1.6553  0.10
H  -3.9696  0.5715  4.4076  0.10

Its relative energy (zero: lowest compared OMol25 entry of this formula, charge and spin) is 0.000 eV. As for the charge: -2. The electronic energy comes out at -95887.091 eV. Its HOMO energy is -1.783 eV.

Record 2
DFT (ωB97M-V/def2-TZVPD) results for a molecular structure, C35H24BrClF6INO4PRuS2.

Last column: Löwdin charge in e.
Positions of all 77 atoms, in Å:
I  0.3313  -3.3557  0.0779  1.03
Ru  -0.3289  -0.5162  -0.9600  0.85
Br  2.6956  -3.3575  -2.6106  0.74
Cl  -1.8186  -2.2874  -2.5637  0.60
S  -2.8365  1.9144  -1.9713  0.60
S  -1.2467  3.1251  -0.1132  0.59
P  -0.0852  -0.4738  1.5613  1.00
F  -4.3764  3.3046  -3.6717  0.15
F  0.9185  4.6363  0.1652  0.14
F  -2.2586  3.5738  -3.9552  0.14
F  -3.2037  1.7522  -4.5906  0.14
F  0.3172  4.3529  -1.8803  0.13
F  -0.7748  5.7143  -0.6222  0.15
O  -1.6470  3.4761  1.2074  -0.24
O  -1.7904  0.9684  -2.2714  -0.37
O  -0.3923  1.9687  -0.2504  -0.39
O  -4.0735  1.3636  -1.5262  -0.26
N  -2.3768  3.1981  -1.1932  -0.26
C  -3.2015  2.6905  -3.6399  -0.66
C  0.9194  -3.3357  -4.8060  -0.13
C  0.0634  -2.7296  -5.7329  -0.08
C  0.6150  -0.9119  4.1573  -0.09
C  3.1742  -3.6928  1.1000  -0.15
C  2.1460  0.9590  1.1859  -0.12
C  -0.2035  -1.3875  -5.6537  -0.04
C  1.0282  -1.2546  -3.5496  -0.31
C  0.7840  -1.4065  2.8796  -0.30
C  -1.8031  -0.3642  2.1291  -0.34
C  0.6134  2.1141  2.6466  -0.09
C  0.3048  -0.6056  -4.5983  -0.19
C  1.4921  -1.2522  5.1863  -0.05
C  0.1601  0.7980  -4.5350  -0.03
C  1.3940  -2.5968  -3.7552  -0.64
C  -3.7112  -1.2368  3.3075  -0.07
C  -0.1400  4.5478  -0.6440  -0.65
C  -2.6645  0.4302  1.3689  -0.12
C  3.0746  1.9678  1.3351  -0.07
C  1.3420  -0.5261  -2.3728  -0.17
C  4.2054  -3.7335  2.0472  -0.06
C  2.0074  -3.0307  1.3885  -0.53
C  -2.3457  -1.2275  3.0841  -0.09
C  0.6922  1.5173  -3.4974  -0.09
C  2.7723  3.0556  2.1422  -0.08
C  1.8337  -2.3133  2.5955  -0.22
C  1.2616  0.8602  -2.3868  -0.18
C  0.9218  1.0227  1.8507  -0.37
C  2.6103  -1.9855  4.8932  -0.01
C  1.5437  3.1329  2.7796  -0.07
C  -2.4229  -1.5550  -1.1090  -0.63
C  2.8263  -2.5074  3.6025  -0.16
C  4.0110  -3.2063  3.2936  -0.02
C  -4.5506  -0.4143  2.5707  -0.06
C  -4.0264  0.4164  1.5936  -0.05
H  5.1271  -4.2352  1.7993  0.11
H  1.3029  3.9964  3.3817  0.11
H  -5.6150  -0.4421  2.7429  0.11
H  3.4983  3.8425  2.2718  0.10
H  3.2952  -4.1955  0.1540  0.06
H  4.0223  1.9098  0.8184  0.11
H  -0.3474  -3.3252  -6.5338  0.11
H  -1.7080  -1.9004  3.6402  0.10
H  -2.2749  1.0571  0.5804  0.04
H  0.6546  2.5973  -3.4987  0.10
H  -0.3562  1.3015  -5.3401  0.12
H  3.3591  -2.1642  5.6486  0.12
H  -2.6681  -2.3252  -0.3801  -0.01
H  -3.2546  -0.8961  -1.3463  -0.01
H  -0.3500  2.1773  3.1295  0.11
H  1.6833  1.4563  -1.5822  0.09
H  2.3467  0.1093  0.5353  0.09
H  -0.1899  -0.2168  4.3512  0.11
H  -4.6630  1.0182  0.9643  0.11
H  4.7563  -3.3058  4.0688  0.12
H  1.2190  -4.3663  -4.9166  0.10
H  1.3173  -0.8765  6.1836  0.11
H  -4.1278  -1.9075  4.0456  0.11
H  -0.8069  -0.9021  -6.4053  0.12

Its relative energy (zero: lowest compared OMol25 entry of this formula, charge and spin) is 4.903 eV. As for the charge: 0. As for the spin multiplicity: 2. The electronic energy comes out at -186870.826 eV. Its HOMO energy (spin up / spin down) is -7.677 / -7.594 eV. Its expectation value of S² is 1.182.

Record 3
DFT (ωB97M-V/def2-TZVPD) results for a gas-phase ion, C7H9N2 (charge +1).

Last column: Löwdin charge in e.
Positions of all 18 atoms, in Å:
N  0.5479  -0.3741  -1.6747  0.14
N  -0.0217  -1.0566  0.4569  0.11
C  -1.4601  -0.9458  0.6164  -0.02
C  3.3256  0.2885  0.7845  0.09
C  0.5613  0.0746  -0.3310  -0.37
C  -1.4010  1.4722  0.3116  -0.01
C  -0.1256  1.4225  -0.1043  0.03
C  2.2092  0.1380  0.4177  0.01
C  -2.1239  0.2087  0.4525  0.00
H  1.1184  -1.1779  -1.9220  0.12
H  0.0052  -1.9683  -0.0153  0.19
H  0.6265  0.4282  -2.2482  0.10
H  -2.0454  2.2916  0.5240  0.12
H  -1.7931  -1.9675  0.7858  0.14
H  4.3342  0.5297  0.9145  0.03
H  0.3839  2.2359  -0.3154  0.07
H  -3.1288  0.3981  0.4818  0.10
H  0.4235  -1.0673  1.3199  0.14

Its relative energy (zero: lowest compared OMol25 entry of this formula, charge and spin) is 5.079 eV. As for the charge: +1. The electronic energy comes out at -10373.445 eV. Its HOMO energy is -13.850 eV. Its SMILES is C#C[C@]1(N)C=CC=C[NH2+]1.

Record 4
DFT (ωB97M-V/def2-TZVPD) results for 2 unconnected molecules or ions with the total composition CH4INOS.

Last column: Löwdin charge in e.
Positions of all 9 atoms, in Å:
I  -3.1413  1.0324  -0.0705  0.17
S  -1.3965  -0.7910  0.6554  0.34
O  1.7514  1.5941  0.5459  -0.08
N  -1.3510  -1.6527  -0.6669  -0.50
C  1.2986  0.3313  0.2951  -0.14
H  1.8883  -0.4124  0.6968  0.03
H  1.1166  0.2907  -0.8242  0.08
H  -1.5181  -2.6442  -0.5492  -0.03
H  1.3520  2.2518  -0.0823  0.12

Its relative energy (zero: lowest compared OMol25 entry of this formula, charge and spin) is 2.825 eV. As for the charge: 0. The electronic energy comes out at -23571.289 eV. Its HOMO energy (spin up / spin down) is -8.162 / -8.678 eV.

Record 5
DFT (ωB97M-V/def2-TZVPD) results for a molecular structure, C4H17AlN8O5.

Last column: Löwdin charge in e.
Positions of all 35 atoms, in Å:
Al  1.0608  1.1641  -2.1784  1.19
O  -1.5414  2.5055  -2.2709  0.23
O  -0.9617  -0.9381  -2.4816  0.01
O  2.5373  1.4934  0.3640  0.24
O  -0.4264  0.4989  0.2308  -0.08
O  1.8215  -1.4617  -1.1128  -0.01
N  -1.5501  1.3899  1.9081  0.24
N  1.9009  -3.0675  0.4055  0.20
N  2.5608  -0.2058  1.9349  0.27
N  4.3605  0.9100  1.5799  0.27
N  -0.8246  -0.5980  2.0644  0.21
N  -3.7258  2.9551  -2.3498  0.31
N  0.1791  -2.8440  -0.8330  0.21
N  -3.0637  0.9472  -2.2486  0.26
C  -0.9597  0.4319  1.3356  -0.81
C  1.3311  -2.3718  -0.5355  -0.83
C  3.0842  0.7318  1.2351  -0.51
C  -2.7010  2.1656  -2.2669  -0.65
H  -1.7057  -1.1196  -1.8750  0.05
H  -2.2860  0.3050  -2.1946  0.06
H  1.6134  -0.5537  1.8948  0.11
H  2.8967  -2.9676  0.5419  0.14
H  4.8788  0.2440  2.1348  0.16
H  -0.5024  -1.4635  1.6555  0.12
H  -0.1004  -3.6056  -0.2315  0.14
H  3.3186  -0.6048  2.4704  0.16
H  -3.5902  3.9187  -2.6202  0.17
H  -1.8975  1.2847  2.8506  0.15
H  4.8299  1.6581  1.0899  0.16
H  -4.0064  0.7055  -2.5188  0.18
H  -0.3866  -2.2481  -1.4204  0.06
H  1.2949  -3.5561  1.0490  0.13
H  -4.5919  2.7373  -1.8781  0.17
H  -1.0736  -0.5445  3.0418  0.15
H  -1.7733  2.1034  1.2290  0.14

As for the charge: +3. As for the spin multiplicity: 2. The electronic energy comes out at -33145.659 eV. Its HOMO energy (spin up / spin down) is -18.899 / -18.879 eV. Its expectation value of S² is 1.766.

Record 6
DFT (ωB97M-V/def2-TZVPD) results for a single C6H13NO molecule.

Last column: Löwdin charge in e.
Positions of all 21 atoms, in Å:
O  1.0808  3.1136  1.4664  0.05
N  -0.3277  1.0818  -0.9259  -0.07
C  -1.2688  -2.2482  -0.0999  -0.12
C  0.6738  0.0352  -0.7547  -0.23
C  0.1674  -2.1721  0.4286  -0.27
C  0.1020  2.7801  0.8486  -0.26
C  0.7015  -0.7321  0.5765  -0.19
C  0.1214  2.4375  -0.6211  -0.20
H  -1.6053  -3.2780  -0.0164  0.06
H  0.1064  -0.2487  1.3511  0.11
H  0.2476  -2.6971  1.3815  0.10
H  -1.9399  -1.6725  0.5465  0.07
H  1.6525  0.4989  -0.9481  0.12
H  0.5554  -0.6854  -1.5607  0.10
H  -0.5683  3.1236  -1.1194  0.12
H  -1.1747  0.9083  -0.3970  0.10
H  -1.3479  -2.0235  -1.1594  0.07
H  1.1339  2.6076  -0.9698  0.12
H  1.7510  -0.8114  0.8689  0.11
H  0.8131  -2.7312  -0.2625  0.11
H  -0.8742  2.7135  1.3671  0.12

Its relative energy (zero: lowest compared OMol25 entry of this formula, charge and spin) is 1.653 eV. As for the charge: 0. The electronic energy comes out at -9969.522 eV. Its HOMO energy is -8.789 eV. Its SMILES is CCCCNCC=O.